Computed, not measured: an isolated ion of composition C5H9N2 and charge +1 at a distorted geometry, with wB97M-V/def2-TZVPD.

Output
- Maximum force: 7.22 eV Å⁻¹
- HOMO level (alpha / beta): -10.094 / -14.669 eV
- ⟨S²⟩: 2.021
- Orbital gap (alpha / beta): 0.2461 / 0.2680 Ha
- E: -8298.1151 eV
- Net charge: +1
- 2S+1: 3
- Energy above the lowest of the compared OMol25 structures with the same formula, charge and spin: 196.88 kJ/mol

Atoms and positions in Å:
C 1.21162 1.24664 -0.66971
C -1.22416 -0.71242 -0.44237
C -0.90257 -0.20249 0.94844
C 1.29871 1.05391 0.62163
C -0.17506 -0.49558 -1.51513
N 0.80908 0.28365 -1.62717
N 0.59420 -0.16027 1.02752
H 1.65441 2.10348 -1.20410
H -1.43173 -1.73644 -0.50560
H -2.22084 -0.30231 -0.73853
H -1.32989 0.90784 1.11896
H -1.32700 -1.01034 1.72525
H 1.66844 1.72858 1.40803
H -0.38374 -1.19883 -2.43752
H 0.96427 -0.58108 1.93648
H 0.79425 -0.92435 0.35382

natural (NBO) atomic charge list, values in e, 5 entries:
1 C -0.076
2 C -0.475
3 C -0.242
4 C -0.104
5 C -0.183